C6H8O2S2 | wB97M-V/def2-TZVPD

Geometry as ORCA input:
```
! RIJCOSX wB97M-V def2-TZVPD def2/J DEFGRID3
* xyz 0 1
C 1.798 -2.181 0.551
C 2.184 -0.921 0.103
C -1.084 1.481 -0.549
C -2.077 1.262 -1.366
C 2.009 -2.615 1.822
C -3.512 1.312 -1.110
O 3.247 1.457 0.049
O 0.761 1.197 1.278
S 2.915 0.365 0.951
S 0.021 2.235 0.395
H 1.202 -2.548 -0.212
H 1.741 -0.682 -0.893
H -1.866 1.053 -2.425
H 1.685 -3.488 2.299
H 2.714 -2.119 2.484
H -4.135 0.713 -1.805
H -3.675 2.273 -1.409
H -3.928 1.207 -0.164
*
```

## Properties
E, eV: -32110.93149
HOMO (spin up / spin down), eV: -7.486 / -7.437
Kohn-Sham gap (spin up / spin down), eV: 6.88 / 6.85

Here are the Mulliken charges for atoms 1 to 6, given in e: atom 1 (C): 0.144, atom 2 (C): -0.262, atom 3 (C): -0.127, atom 4 (C): 0.261, atom 5 (C): -0.843, atom 6 (C): -1.098